No. 1
15
Properties=species:S:1:pos:R:3:mulliken_charge:R:1 method="wB97M-V/def2-TZVPD" total_charge=+1 relative_energy_kj_mol=100.1 spin_multiplicity=1 gap_ev=10.177
C 0.737 1.338 0.491 -0.135
N 0.339 0.152 0.759 -0.148
H 0.775 1.618 -0.564 0.263
H 0.585 2.154 1.189 0.317
H -0.466 -0.147 1.301 0.298
H 0.402 -0.516 -0.114 0.331
H -0.741 -2.940 2.137 0.326
H 0.689 -3.233 2.649 0.323
O 0.198 -2.775 1.934 -0.620
H -1.765 3.358 -1.528 0.325
H -0.645 3.755 -2.371 0.331
O -0.989 2.978 -1.921 -0.638
H -0.318 -1.795 -1.783 0.339
H 0.809 -2.406 -0.997 0.349
O 0.390 -1.541 -1.181 -0.662

---

No. 2
16
Properties=species:S:1:pos:R:3:mulliken_charge:R:1 method="wB97M-V/def2-TZVPD" total_charge=-1 relative_energy_kj_mol=115.6 spin_multiplicity=1 gap_ev=6.985
N 1.328 1.180 1.572 -0.734
C 1.395 0.352 0.302 -0.263
O 0.948 0.985 -0.783 -0.862
H 2.010 1.941 1.464 0.257
H 0.412 1.591 1.573 0.274
H 2.446 -0.010 0.092 0.276
H 0.731 -0.564 0.544 0.146
H -0.463 -0.357 -2.816 0.323
H -0.166 0.376 -3.978 0.346
O -0.784 -0.370 -3.757 -0.713
H -1.264 -2.247 3.844 0.326
H -0.056 -3.179 4.079 0.318
O -0.923 -3.123 3.656 -0.649
H -0.585 0.992 -0.930 0.371
H -1.814 1.186 -1.870 0.303
O -1.573 1.243 -0.948 -0.719

---

No. 3
17
Properties=species:S:1:pos:R:3:mulliken_charge:R:1 method="wB97M-V/def2-TZVPD" total_charge=0 relative_energy_kj_mol=0.0 spin_multiplicity=1 gap_ev=8.608
C -0.131 -1.530 1.401 -1.128
N 0.414 -0.414 0.462 0.078
P 2.628 0.852 -1.166 -0.138
P -1.774 1.535 0.186 -0.154
P -1.710 -1.576 -1.369 -0.177
P 2.258 -0.280 0.695 -0.026
P -0.379 0.151 -0.895 -0.057
H 0.304 -2.532 1.185 0.283
H -0.001 -1.144 2.375 0.406
H -1.211 -1.416 1.234 0.455
H 1.994 2.089 -1.076 0.058
H 3.884 1.059 -0.524 0.057
H -2.562 1.698 -0.979 0.073
H -0.993 2.734 0.134 0.067
H -2.315 -1.286 -2.634 0.093
H -2.781 -0.869 -0.567 0.047
H 2.376 0.927 1.539 0.064

---

No. 4
21
Properties=species:S:1:pos:R:3:lowdin_spin:R:1 method="wB97M-V/def2-TZVPD" total_charge=+2 s2=6.015 relative_energy_kj_mol=294.0 spin_multiplicity=5 gap_ev="7.440 / 2.519"
Ni -2.987 -1.312 -1.289 1.294
Ni -0.793 -1.452 2.257 1.723
C -0.735 -0.758 -0.188 0.015
O 0.208 -0.743 0.569 0.107
O -0.847 -0.793 -1.396 0.056
O -1.742 -1.072 0.411 0.120
O -1.894 0.310 2.868 0.028
H -2.216 0.704 3.678 0.002
H -2.124 0.942 2.186 0.000
O 1.462 1.791 0.880 0.064
H 0.698 2.212 1.275 0.000
H 1.237 0.861 0.853 0.001
O 1.690 -0.831 -2.517 0.022
H 1.631 -0.282 -3.299 0.000
H 0.794 -0.871 -2.183 0.000
O -0.596 2.180 -1.321 0.036
H -0.876 1.413 -1.820 -0.001
H -0.701 1.922 -0.405 -0.001
O 2.867 -1.459 0.091 0.515
H 1.923 -1.348 0.205 0.009
H 3.001 -1.417 -0.856 0.010

---

No. 5
15
Properties=species:S:1:pos:R:3:mulliken_charge:R:1 method="wB97M-V/def2-TZVPD" total_charge=0 relative_energy_kj_mol=12.3 spin_multiplicity=1 gap_ev=10.108
C 0.773 0.055 -2.498 -0.652
S -0.856 -0.740 -2.657 -0.243
H 1.582 -0.668 -2.531 0.288
H 0.832 0.818 -3.267 0.261
H 0.876 0.569 -1.540 0.228
H -0.503 -1.975 -2.400 0.131
H 1.703 1.919 2.460 0.293
H 0.233 1.618 2.235 0.321
O 1.109 1.288 2.045 -0.599
H -2.268 0.154 2.843 0.321
H -1.489 -0.039 1.545 0.381
O -2.089 0.571 1.996 -0.663
H -0.495 -1.207 -0.033 0.290
H 0.735 -0.989 0.946 0.317
O -0.142 -1.373 0.855 -0.672

---

No. 6
16
Properties=species:S:1:pos:R:3:mulliken_charge:R:1 method="wB97M-V/def2-TZVPD" total_charge=0 relative_energy_kj_mol=581.2 spin_multiplicity=1 gap_ev=3.540
C -0.393 -1.088 0.301 -0.416
S -1.613 -1.005 -0.980 0.327
S -2.088 0.836 -1.147 -0.019
H 0.623 -1.083 -0.108 0.132
H -0.612 -1.857 1.026 0.357
H -0.524 -0.133 0.799 0.356
H 0.573 2.555 -2.203 0.115
H -3.746 -0.001 2.095 0.313
H -2.721 0.365 1.038 0.215
O -2.799 0.078 1.953 -0.533
H 2.946 0.573 1.641 0.245
H 2.492 -0.195 0.147 0.437
O 2.321 0.021 1.161 -0.727
H 0.148 2.214 -2.711 -0.110
H 3.085 -0.647 -1.801 0.201
O 2.308 -0.632 -1.211 -0.892

---

| no. | electronic energy (hartree) |
| --- | --- |
| 1 | -324.28063 |
| 2 | -399.82130 |
| 3 | -1805.51895 |
| 4 | -3661.75340 |
| 5 | -667.99211 |
| 6 | -1065.96845 |